{
  "formula": "C36H42N2NdO3P3S",
  "method": "ωB97M-V/def2-TZVPD",
  "lumo_ev": [-5.93, -5.87],
  "multiplicity": 4,
  "homo_energy_ev": [-13.9, -13.9],
  "charge": 2,
  "energy_ev": -101102.8622,
  "gap_ev": [8.0, 8.1],
  "species": ["Nd", "C", "P", "C", "N", "C", "C", "C", "C", "C", "C", "N", "C", "P", "C", "C", "C", "C", "C", "C", "C", "C", "C", "H", "H", "H", "H", "H", "H", "H", "H", "H", "H", "H", "H", "H", "H", "H", "H", "H", "H", "H", "H", "H", "H", "H", "H", "H", "H", "H", "H", "O", "S", "O", "O", "C", "C", "C", "C", "C", "C", "P", "C", "C", "C", "C", "C", "C", "C", "C", "C", "C", "C", "C", "H", "H", "H", "H", "H", "H", "H", "H", "H", "H", "H", "H", "H", "H"],
  "coordinates": [[-0.583, 1.130, 0.879], [3.108, -0.717, 2.132], [1.305, -0.480, 2.173], [0.738, -2.154, 1.690], [1.701, -3.020, 1.500], [1.411, -4.218, 0.964], [2.434, -5.153, 0.709], [2.122, -6.342, 0.106], [0.797, -6.646, -0.259], [-0.221, -5.758, -0.033], [0.063, -4.528, 0.588], [-0.911, -3.624, 0.801], [-0.603, -2.470, 1.331], [-1.992, -1.279, 1.530], [-2.978, -2.157, 2.793], [-3.048, -1.452, -0.026], [-3.850, -2.747, -0.120], [-2.126, -1.286, -1.238], [-4.011, -0.260, 0.062], [0.882, -0.234, 4.014], [0.840, -1.565, 4.755], [1.955, 0.691, 4.591], [-0.461, 0.503, 4.125], [3.406, -1.472, 2.859], [3.599, 0.230, 2.341], [3.383, -1.061, 1.136], [3.444, -4.897, 0.988], [2.901, -7.058, -0.110], [0.596, -7.596, -0.727], [-1.236, -5.969, -0.327], [-3.189, -3.160, 2.420], [-3.907, -1.615, 2.972], [-2.435, -2.239, 3.734], [-3.216, -3.621, -0.008], [-4.339, -2.796, -1.092], [-4.632, -2.770, 0.633], [-1.475, -2.154, -1.364], [-1.492, -0.375, -1.124], [-2.712, -1.174, -2.151], [-4.650, -0.345, 0.941], [-4.657, -0.245, -0.813], [-3.476, 0.701, 0.116], [1.770, -2.113, 4.628], [0.024, -2.191, 4.396], [0.695, -1.390, 5.819], [2.926, 0.208, 4.645], [1.675, 0.976, 5.604], [2.034, 1.602, 3.994], [-1.307, -0.132, 3.840], [-0.446, 1.443, 3.535], [-0.616, 0.790, 5.167], [-1.914, 2.630, 0.400], [-1.025, 3.722, 0.917], [-1.650, 4.625, 1.811], [0.129, 2.970, 1.510], [-0.384, 4.530, -0.536], [-0.465, 5.907, -0.587], [0.018, 6.589, -1.694], [0.590, 5.881, -2.741], [0.674, 4.501, -2.685], [0.183, 3.804, -1.579], [0.331, 1.973, -1.597], [2.121, 1.783, -1.934], [2.714, 1.786, -3.192], [4.093, 1.715, -3.303], [4.883, 1.651, -2.166], [4.298, 1.637, -0.907], [2.920, 1.687, -0.791], [-0.626, 1.543, -3.089], [-0.299, 0.449, -3.889], [-1.143, 0.079, -4.923], [-2.325, 0.768, -5.142], [-2.671, 1.833, -4.326], [-1.829, 2.218, -3.299], [-0.918, 6.426, 0.244], [-0.052, 7.662, -1.740], [0.967, 6.409, -3.601], [1.133, 3.950, -3.492], [2.106, 1.845, -4.083], [4.551, 1.717, -4.281], [5.958, 1.619, -2.259], [4.924, 1.595, -0.027], [2.443, 1.692, 0.199], [0.604, -0.113, -3.698], [-0.884, -0.752, -5.561], [-2.987, 0.465, -5.938], [-3.600, 2.357, -4.491], [-2.107, 3.037, -2.649]],
  "forces_ev_per_angstrom": [[0.2, -6.2, -0.2], [-0.1, 0.1, -0.1], [1.0, -0.7, 1.5], [-0.1, -0.1, -0.3], [0.3, -0.1, 0.1], [-0.6, -0.3, -0.3], [0.0, -0.3, -0.1], [0.3, 0.3, 0.2], [-0.4, 0.1, 0.0], [0.2, -0.3, -0.1], [0.7, 0.2, 0.2], [-0.2, -0.2, 0.0], [0.0, 0.2, -0.1], [-0.8, -1.4, -0.1], [0.0, 0.2, 0.1], [0.2, 0.2, 0.1], [0.1, 0.0, 0.1], [0.2, 0.0, 0.4], [0.2, 0.0, 0.1], [0.0, 0.0, -0.3], [0.0, 0.1, -0.2], [0.0, -0.1, -0.2], [0.1, -0.2, -0.1], [0.0, 0.0, 0.0], [0.0, 0.0, 0.0], [0.0, 0.0, 0.1], [0.1, 0.0, 0.0], [0.1, 0.0, 0.0], [-0.1, -0.1, -0.1], [-0.1, -0.1, 0.0], [0.0, 0.1, 0.0], [0.0, -0.1, 0.0], [0.0, 0.1, 0.0], [0.0, 0.0, 0.0], [-0.1, 0.0, -0.1], [-0.1, -0.1, 0.1], [0.1, 0.1, 0.0], [-0.2, -0.4, -0.4], [0.0, 0.2, 0.0], [-0.1, 0.1, 0.0], [-0.1, 0.1, -0.1], [-0.2, -0.1, -0.1], [0.1, -0.1, 0.0], [-0.1, -0.1, 0.0], [0.0, 0.0, 0.1], [0.1, 0.0, 0.0], [-0.1, 0.0, 0.1], [0.1, 0.1, 0.1], [0.1, 0.2, 0.0], [-0.1, -0.2, 0.4], [-0.1, 0.1, 0.0], [-1.9, 2.0, -0.5], [-0.3, 3.9, -0.5], [0.1, -0.2, -0.3], [1.1, 2.0, 1.0], [-0.1, -0.2, 0.2], [-0.2, 0.3, 0.3], [0.0, -0.2, 0.0], [-0.1, 0.1, 0.1], [-0.1, -0.2, 0.4], [0.1, -0.2, -0.2], [0.9, 0.8, -1.8], [-0.3, -0.3, 0.4], [-0.1, 0.0, 0.0], [0.0, 0.0, 0.0], [0.0, 0.0, 0.1], [0.0, 0.0, 0.0], [-0.3, 0.1, 0.1], [-0.1, -0.2, 0.3], [0.1, 0.1, 0.2], [0.0, -0.1, -0.1], [0.0, 0.0, 0.0], [-0.1, 0.0, 0.0], [0.1, 0.0, 0.1], [0.0, 0.2, 0.0], [0.0, 0.1, 0.0], [0.1, 0.1, -0.1], [0.0, 0.0, -0.1], [-0.1, 0.0, -0.1], [0.0, 0.0, -0.1], [0.1, 0.0, 0.0], [0.0, 0.0, 0.1], [0.3, 0.0, -0.3], [0.1, 0.0, -0.1], [0.1, -0.1, 0.0], [0.0, 0.0, -0.1], [-0.1, 0.1, 0.0], [-0.1, 0.1, 0.0]]
}